No. 1
{"formula": "C28H35N6OS2V", "method": "wB97M-V/def2-TZVPD", "elements": ["V", "C", "C", "C", "C", "C", "C", "C", "C", "S", "C", "N", "C", "C", "C", "C", "C", "C", "C", "C", "H", "H", "H", "H", "H", "H", "H", "H", "H", "H", "H", "H", "H", "H", "H", "H", "C", "N", "C", "C", "N", "N", "C", "N", "N", "H", "H", "H", "H", "H", "H", "H", "H", "H", "H", "H", "C", "S", "O", "C", "C", "C", "C", "C", "C", "H", "H", "H", "H", "H", "H", "H", "H"], "coordinates": [[-0.4605, 0.0018, 0.3722], [-6.1036, -3.6219, -2.4851], [-5.3068, -3.4699, -1.1823], [-5.5911, -4.6706, -0.2682], [-5.7723, -2.2006, -0.4716], [-3.8161, -3.4276, -1.5091], [-3.2270, -4.5260, -2.1725], [-1.8970, -4.5579, -2.5207], [-1.1061, -3.4601, -2.1818], [0.5753, -3.1702, -2.5005], [0.4439, -1.6423, -1.7409], [-0.7468, -1.3560, -1.2506], [-1.6565, -2.3735, -1.5056], [-3.0151, -2.3476, -1.1844], [1.5414, -0.6862, -1.5578], [2.7294, -0.7457, -2.2739], [3.6926, 0.2275, -2.0631], [3.4643, 1.2424, -1.1437], [2.2778, 1.2791, -0.4197], [1.2907, 0.3181, -0.6146], [-7.1714, -3.6458, -2.2669], [-5.8527, -4.5440, -3.0071], [-5.9126, -2.7881, -3.1620], [-6.6553, -4.7191, -0.0380], [-5.0482, -4.5896, 0.6759], [-5.3107, -5.6130, -0.7361], [-6.8379, -2.2760, -0.2575], [-5.6249, -1.3128, -1.0901], [-5.2585, -2.0554, 0.4823], [-3.8432, -5.3739, -2.4367], [-1.4850, -5.4061, -3.0494], [-3.4266, -1.4727, -0.6981], [2.9012, -1.5274, -3.0039], [4.6176, 0.1992, -2.6215], [4.2168, 2.0039, -0.9898], [2.1337, 2.0780, 0.2995], [-3.6163, 3.2558, -1.0348], [-2.8011, 3.5775, 0.1381], [-2.9781, 4.8890, 0.7620], [-1.8984, 2.6937, 0.5725], [-1.8062, 1.4684, 0.1025], [-1.0387, 3.1416, 1.5477], [-0.0990, 2.4149, 2.2631], [0.5464, 3.1373, 3.2031], [0.0972, 1.1672, 2.0285], [-4.1271, 4.1568, -1.3560], [-4.3690, 2.5002, -0.7998], [-2.9871, 2.9158, -1.8586], [-3.9453, 5.2801, 0.4652], [-2.2108, 5.5976, 0.4400], [-2.9896, 4.8039, 1.8493], [-2.5173, 1.2893, -0.5961], [-1.0872, 4.1254, 1.7528], [0.4005, 4.1235, 3.3272], [1.3209, 2.7291, 3.6978], [0.8045, 0.7592, 2.6305], [-2.2813, -2.8446, 2.7374], [-0.5382, -2.8253, 2.3953], [-0.2999, -1.5587, 1.5538], [0.1026, -2.4706, 3.9963], [0.9532, -3.4210, 4.5419], [1.4721, -3.2007, 5.8120], [1.1491, -2.0420, 6.4980], [0.3070, -1.0900, 5.9293], [-0.2268, -1.2978, 4.6705], [-2.5781, -1.8889, 3.1704], [-2.4516, -3.6554, 3.4461], [-2.7985, -3.0445, 1.8028], [1.2061, -4.3168, 3.9908], [2.1302, -3.9331, 6.2572], [1.5551, -1.8744, 7.4860], [0.0606, -0.1911, 6.4783], [-0.8794, -0.5620, 4.2188]], "lowdin_charge": [0.935, -0.033, -0.560, -0.034, -0.066, -0.156, -0.010, -0.044, -0.438, 1.194, -0.519, -0.012, -0.287, 0.028, -0.248, -0.024, -0.045, -0.057, -0.096, -0.159, 0.094, 0.084, 0.095, 0.094, 0.082, 0.084, 0.094, 0.085, 0.077, 0.119, 0.123, 0.099, 0.112, 0.119, 0.113, 0.087, -0.006, -0.121, -0.010, -0.370, 0.058, 0.181, -0.452, 0.199, 0.072, 0.101, 0.106, 0.107, 0.103, 0.111, 0.101, 0.066, 0.130, 0.122, 0.128, 0.099, -0.197, 1.066, -0.606, -0.410, -0.064, -0.041, -0.041, -0.054, -0.085, 0.070, 0.085, 0.045, 0.117, 0.122, 0.121, 0.115, 0.103], "homo_lumo_gap_ev": [7.55, 7.96], "homo_ha": [-0.4806, -0.4821], "total_charge": 2, "max_force_ev_per_a": 0.6, "multiplicity": 3, "de_lowest_kj_mol": 57.28, "total_energy_ev": -87940.352}

=====

No. 2
{"formula": "C54H82F4N2O18", "method": "wB97M-V/def2-TZVPD", "elements": ["C", "N", "O", "O", "H", "H", "H", "C", "N", "O", "O", "H", "H", "H", "O", "C", "O", "C", "C", "C", "H", "H", "H", "H", "H", "H", "H", "H", "O", "C", "O", "C", "C", "C", "H", "H", "H", "H", "H", "H", "H", "H", "O", "C", "O", "C", "C", "C", "H", "H", "H", "H", "H", "H", "H", "H", "O", "C", "O", "C", "C", "C", "H", "H", "H", "H", "H", "H", "H", "H", "O", "C", "O", "C", "C", "C", "H", "H", "H", "H", "H", "H", "H", "H", "O", "C", "O", "C", "C", "C", "H", "H", "H", "H", "H", "H", "H", "H", "O", "C", "O", "C", "C", "C", "H", "H", "H", "H", "H", "H", "H", "H", "F", "C", "C", "C", "C", "C", "C", "H", "H", "H", "H", "H", "F", "C", "C", "C", "C", "C", "C", "H", "H", "H", "H", "H", "F", "C", "C", "C", "C", "C", "C", "H", "H", "H", "H", "H", "F", "C", "C", "C", "C", "C", "C", "H", "H", "H", "H", "H"], "coordinates": [[10.0778, -13.5361, -13.4607], [10.1448, -13.6765, -11.9709], [11.1168, -14.2868, -11.5516], [9.3061, -13.1195, -11.2736], [10.5326, -14.4647, -13.8057], [10.8053, -12.7782, -13.7512], [9.0411, -13.4866, -13.7936], [8.4425, -33.1184, -15.8722], [9.5767, -32.3912, -15.2177], [10.4155, -33.2171, -14.7713], [9.5106, -31.1867, -15.0809], [7.7632, -33.5770, -15.1538], [8.9765, -33.9150, -16.3903], [7.9967, -32.4449, -16.6041], [2.8859, -13.2373, -12.9104], [2.1239, -13.4680, -13.8152], [0.7310, -13.3192, -13.7332], [0.2041, -12.9554, -12.4378], [0.2738, -11.4406, -12.1379], [2.5973, -13.8484, -15.2061], [0.5455, -13.7093, -11.7284], [-0.8812, -13.0519, -12.4665], [-0.1059, -11.0414, -11.1974], [-0.2444, -10.9194, -12.9428], [1.2709, -11.0429, -11.9484], [2.0372, -14.6199, -15.7344], [3.5720, -14.3232, -15.0938], [2.6423, -12.9340, -15.7975], [8.9042, -27.2210, -31.7643], [9.9739, -27.4943, -31.2436], [10.8007, -26.6406, -30.6356], [10.4862, -25.2697, -30.3331], [9.6364, -24.9580, -29.0637], [10.7088, -28.8341, -31.3144], [9.9688, -24.8704, -31.2054], [11.3922, -24.6697, -30.2484], [8.6098, -25.3215, -29.0170], [9.7350, -23.8925, -28.8562], [10.1289, -25.3874, -28.1912], [11.5990, -28.7982, -31.9423], [9.9518, -29.5501, -31.6345], [10.9080, -29.1194, -30.2814], [12.7932, -34.6330, -22.3238], [13.5800, -34.4979, -23.2425], [14.0646, -35.5263, -23.9874], [13.6742, -36.9166, -23.7553], [14.0644, -37.5086, -25.1588], [13.9526, -33.1290, -23.7058], [12.6008, -36.9450, -23.5679], [14.2088, -37.3601, -22.9154], [13.8924, -38.5841, -25.2010], [15.1255, -37.3205, -25.3220], [13.5034, -37.1429, -26.0187], [13.0597, -32.5046, -23.6747], [14.4745, -33.1517, -24.6625], [14.6320, -32.7357, -22.9496], [7.1920, -26.3457, -9.0145], [6.6697, -25.3080, -9.3949], [5.9592, -24.4695, -8.6895], [5.3150, -24.8551, -7.4227], [4.0711, -25.6382, -7.6184], [6.9183, -24.8626, -10.8220], [5.0538, -23.9730, -6.8380], [6.0613, -25.4346, -6.8792], [3.4482, -25.2499, -8.4242], [3.5324, -25.7396, -6.6763], [4.3859, -26.6504, -7.8722], [6.0502, -24.4057, -11.2971], [7.1963, -25.7501, -11.3904], [7.8096, -24.2359, -10.7951], [15.9019, -28.1770, -17.1069], [15.8932, -26.9784, -17.2858], [15.7809, -26.0506, -16.2939], [14.9576, -26.2624, -15.1824], [15.6936, -26.5972, -13.8437], [16.2276, -26.3227, -18.6153], [14.1705, -26.9554, -15.4797], [14.4606, -25.3314, -14.9096], [16.5348, -25.9061, -13.7907], [16.0730, -27.6153, -13.9304], [15.0994, -26.4492, -12.9419], [15.5858, -26.7498, -19.3859], [17.2698, -26.5769, -18.8086], [16.1363, -25.2413, -18.5140], [0.0746, -17.7401, -24.3634], [0.3794, -16.6399, -23.9770], [1.6948, -16.2296, -23.8565], [2.6593, -17.2577, -23.7023], [3.1875, -17.7099, -25.0928], [-0.6294, -15.5014, -23.8273], [2.2331, -18.0923, -23.1457], [3.4272, -16.9329, -23.0002], [3.8224, -18.5958, -25.0824], [3.6021, -16.8388, -25.6001], [2.3222, -18.1372, -25.5994], [-1.6898, -15.7477, -23.7738], [-0.6945, -14.9140, -24.7432], [-0.3525, -14.8963, -22.9641], [7.4559, -21.2623, -19.1367], [8.4290, -21.7413, -18.5993], [9.2991, -22.6602, -19.1590], [9.0103, -23.6077, -20.1941], [9.0737, -25.1148, -19.6725], [9.1094, -21.0041, -17.4223], [9.8070, -23.3103, -20.8759], [8.0572, -23.3768, -20.6700], [10.1288, -25.3115, -19.4826], [8.6431, -25.6770, -20.5011], [8.4012, -25.2963, -18.8341], [8.8810, -21.3317, -16.4081], [8.8072, -19.9779, -17.6314], [10.1898, -20.8600, -17.4331], [2.8638, -28.7232, -19.9736], [1.8048, -27.8412, -20.0570], [1.0966, -27.4385, -18.9237], [0.0134, -26.5719, -19.0040], [-0.3708, -26.0515, -20.2410], [0.3646, -26.3859, -21.3797], [1.3832, -27.3159, -21.3116], [1.4465, -27.7439, -17.9487], [-0.3982, -26.2072, -18.0745], [-1.2214, -25.3861, -20.2564], [-0.0327, -26.0127, -22.3121], [1.8994, -27.7352, -22.1626], [-2.9891, -18.4441, -14.8232], [-1.7576, -19.0532, -14.7208], [-1.4096, -19.3871, -13.3737], [-0.1752, -20.0116, -13.1435], [0.5715, -20.3169, -14.2601], [0.2566, -19.9971, -15.5160], [-0.9216, -19.3534, -15.7730], [-2.0962, -19.1832, -12.5654], [0.2342, -20.2610, -12.1757], [1.4417, -20.9297, -14.0765], [0.8765, -20.1524, -16.3867], [-1.1833, -19.1479, -16.8005], [7.0229, -30.5681, -27.0356], [6.6791, -31.7198, -27.7995], [5.6042, -31.6898, -28.6446], [5.2721, -32.7804, -29.5056], [6.0364, -33.9226, -29.4746], [7.0850, -34.0229, -28.5492], [7.4663, -32.8822, -27.7497], [5.0358, -30.7755, -28.7313], [4.4593, -32.7708, -30.2167], [5.8107, -34.7397, -30.1438], [7.6680, -34.9320, -28.5471], [8.3872, -32.9087, -27.1862], [11.5424, -18.1804, -24.5667], [12.7505, -18.6855, -24.8032], [13.1878, -18.6626, -26.0960], [14.4461, -19.0490, -26.3576], [15.2427, -19.5677, -25.2870], [14.8116, -19.5925, -23.9522], [13.5808, -19.0638, -23.7186], [12.5821, -18.3044, -26.9153], [14.7750, -18.9951, -27.3849], [16.2100, -20.0214, -25.4447], [15.4772, -20.1185, -23.2838], [13.1892, -19.1033, -22.7129]], "lowdin_charge": [0.040, -0.444, 0.049, 0.062, 0.090, 0.103, 0.099, 0.030, -0.422, 0.026, 0.078, 0.102, 0.092, 0.094, 0.103, -0.486, -0.040, -0.216, -0.074, 0.013, 0.121, 0.109, 0.072, 0.078, 0.067, 0.081, 0.083, 0.091, 0.091, -0.524, -0.025, -0.195, -0.062, 0.018, 0.113, 0.115, 0.075, 0.072, 0.067, 0.090, 0.082, 0.083, 0.080, -0.528, -0.051, -0.161, -0.066, 0.013, 0.114, 0.120, 0.066, 0.072, 0.072, 0.093, 0.085, 0.091, 0.078, -0.569, 0.006, -0.198, -0.080, 0.015, 0.120, 0.120, 0.087, 0.085, 0.080, 0.082, 0.085, 0.089, 0.105, -0.507, -0.030, -0.240, -0.054, 0.020, 0.123, 0.110, 0.072, 0.071, 0.073, 0.089, 0.089, 0.081, 0.100, -0.485, -0.034, -0.237, -0.053, 0.015, 0.114, 0.115, 0.073, 0.076, 0.065, 0.083, 0.087, 0.081, 0.093, -0.469, -0.060, -0.199, -0.041, 0.009, 0.118, 0.110, 0.069, 0.066, 0.071, 0.079, 0.077, 0.075, 0.030, -0.231, -0.034, -0.088, -0.092, -0.090, -0.018, 0.110, 0.102, 0.099, 0.103, 0.110, 0.025, -0.232, 0.005, -0.071, -0.135, -0.111, -0.031, 0.108, 0.105, 0.105, 0.115, 0.118, -0.004, -0.233, -0.022, -0.074, -0.115, -0.063, -0.002, 0.112, 0.102, 0.100, 0.094, 0.105, 0.069, -0.279, -0.053, -0.080, -0.077, -0.097, -0.021, 0.123, 0.105, 0.090, 0.107, 0.112], "homo_lumo_gap_ev": 9.35, "homo_ha": -0.3367, "max_force_ev_per_a": 3.3, "total_energy_ev": -108023.237}